2 unconnected molecules or ions with the total composition C4H7ClIN2 at a distorted geometry, computed with wB97M-V/def2-TZVPD.

Calculated values
* Kohn-Sham gap (spin up / spin down): 7.367 / 6.081 eV
* net charge: +1
* molar mass: 245.5 u
* E_HOMO (spin up / spin down): -12.25 / -11.64 eV

```
15
C4H7ClIN2 wB97M-V/def2-TZVPD
C 1.725 1.107 0.329
C -0.507 0.087 -0.647
C 2.991 0.385 0.389
C -2.476 -1.142 -0.474
N 0.608 0.530 -0.086
N -1.396 -0.595 0.128
Cl -3.245 -2.343 0.280
I -4.597 1.025 -0.363
H 1.668 2.161 0.643
H -0.639 0.421 -1.703
H 3.706 1.028 0.967
H 2.666 -0.386 1.195
H 3.344 -0.418 -0.337
H -2.650 -0.976 -1.461
H -1.197 -0.884 1.140
```

natural (NBO) atomic charge list, values in e, 8 entries: number 1, C, carries 0.296; number 2, C, carries 0.352; number 3, C, carries -0.733; number 4, C, carries -0.034; number 5, N, carries -0.393; number 6, N, carries -0.559; number 7, Cl, carries 0.190; number 8, I, carries -0.207

---

2 unconnected molecules or ions with the total composition C34H39F9NO7PS2 at a distorted geometry, computed with wB97M-V/def2-TZVPD.

Calculated values
* Kohn-Sham gap: 7.114 eV
* net charge: 0
* SMILES: C#Cc1cc(CCOCC(F)(F)F)c(P(O)(O)=S)c2c1Sc1ccc(C(F)(F)C(F)(F)F)c(CCCC)c1N2OC[C@@H](C)CC(C)C.O=C1OC[C@@H](F)O1
* molar mass: 839.8 u
* E_HOMO: -8.52 eV

```
93
C34H39F9NO7PS2 wB97M-V/def2-TZVPD
C -1.939 -1.528 -5.099
C -1.400 -1.772 -3.808
C -0.704 -1.907 -2.297
C -0.130 -3.358 -1.697
C 0.589 -3.486 -0.195
C 1.151 -4.981 0.233
C 1.485 -5.965 -1.038
O 0.229 -6.636 -1.409
C 0.254 -7.150 -2.788
C -1.312 -7.128 -3.371
F -1.483 -8.090 -4.523
F -2.311 -7.502 -2.308
F -1.719 -5.786 -3.880
C 0.738 -2.147 0.795
P 1.582 -2.374 2.499
O 3.320 -2.574 2.198
O 1.467 -0.951 3.541
S 0.867 -3.870 3.544
C 0.166 -0.696 0.205
C -0.528 -0.602 -1.315
S -1.052 1.172 -1.799
C 0.443 2.183 -1.167
C 1.118 3.387 -2.052
C 2.454 4.136 -1.387
C 3.099 3.693 0.083
C 4.444 4.492 0.572
F 4.258 5.390 1.734
F 4.942 5.371 -0.551
C 5.726 3.466 0.891
F 6.903 3.886 0.046
F 6.153 3.659 2.302
F 5.450 2.056 0.531
C 2.328 2.491 0.913
C 2.860 2.014 2.402
C 1.694 2.519 3.490
C 1.563 4.158 3.577
C -0.020 4.677 3.730
C 0.993 1.686 0.332
N 0.294 0.550 1.107
O -0.921 0.964 1.526
C -1.704 -0.124 2.129
C -2.801 0.407 3.275
C -2.816 2.036 3.455
C -4.313 -0.232 3.003
C -5.357 0.814 2.296
C -6.824 0.028 2.123
C -4.897 1.301 0.774
H -2.517 -1.204 -6.072
H -0.238 -4.276 -2.439
H 2.133 -4.911 0.908
H 0.321 -5.506 0.870
H 2.238 -6.822 -0.694
H 1.988 -5.439 -1.955
H 0.571 -8.299 -2.803
H 0.884 -6.502 -3.535
H 3.734 -1.660 2.393
H 0.895 -1.149 4.344
H 0.692 3.701 -3.105
H 2.905 5.013 -2.059
H 3.058 0.854 2.489
H 3.850 2.566 2.750
H 2.115 2.173 4.552
H 0.676 1.954 3.355
H 1.960 4.679 2.604
H 2.123 4.633 4.509
H -0.294 4.992 4.823
H -0.671 3.811 3.287
H -0.156 5.597 2.982
H -1.030 -0.916 2.715
H -2.376 -0.724 1.345
H -2.471 -0.039 4.332
H -3.808 2.337 4.047
H -2.729 2.613 2.436
H -1.932 2.293 4.214
H -4.767 -0.501 4.071
H -4.263 -1.270 2.423
H -5.611 1.769 2.960
H -7.176 -0.411 3.172
H -6.628 -0.893 1.428
H -7.672 0.757 1.716
H -5.285 0.446 0.036
H -3.729 1.387 0.768
H -5.408 2.343 0.551
O -0.800 1.966 -5.520
C 0.206 1.458 -5.986
O 1.464 1.647 -5.483
C 2.319 0.792 -6.215
C 1.564 0.588 -7.483
F 1.805 -0.639 -7.997
O 0.215 0.641 -7.076
H 2.468 -0.138 -5.656
H 3.293 1.260 -6.381
H 1.749 1.354 -8.244
```

Löwdin atomic charge list, values in e, 8 entries: number 1, C, carries 0.078; number 2, C, carries -0.061; number 3, C, carries -0.131; number 4, C, carries 0.059; number 5, C, carries -0.072; number 6, C, carries -0.160; number 7, C, carries -0.203; number 8, O, carries -0.209

---

A molecular structure, C42H32BeBr2ClN2O2P2, computed with wB97M-V/def2-TZVPD.

Calculated values
* Kohn-Sham gap: 5.652 eV
* net charge: +1
* molar mass: 863.0 u
* E_HOMO: -9.68 eV

```
84
C42H32BeBr2ClN2O2P2 wB97M-V/def2-TZVPD
Be 0.209 2.997 1.375
Cl 5.836 6.198 -0.836
C 4.545 5.155 -0.346
C 4.762 3.761 -0.314
C 3.773 2.893 0.063
C 2.504 3.377 0.440
O 1.565 2.546 0.791
C 2.296 4.782 0.406
C 1.033 5.308 0.752
O 0.059 4.628 1.154
C 3.331 5.661 0.003
H 5.734 3.383 -0.601
H 3.935 1.824 0.074
H 0.877 6.388 0.661
H 3.151 6.729 -0.023
Br -6.051 2.636 0.911
C -4.200 2.368 0.925
C -3.536 2.274 -0.399
C -1.984 2.149 -0.306
N -1.370 2.360 0.990
C -2.092 2.280 2.052
C -3.540 2.252 2.078
C -1.303 2.345 3.314
C -1.784 2.060 4.572
C -0.881 2.101 5.632
Br -1.472 1.714 7.365
C 0.446 2.419 5.401
C 0.836 2.694 4.100
N -0.020 2.659 3.089
H -3.898 3.063 -1.058
H -1.464 2.775 -1.029
H -4.057 2.287 3.025
H -2.817 1.795 4.740
H 1.163 2.449 6.208
H 1.862 2.940 3.858
C 0.028 -2.591 0.800
P 0.040 -0.732 0.818
C -1.680 -0.381 0.257
C -2.638 -1.061 0.904
C -4.062 -0.984 0.567
C -4.523 -0.139 -0.348
C -3.608 0.835 -1.017
C -2.079 0.646 -0.767
C 1.289 -0.405 -0.502
C 2.492 -1.101 -0.334
C 3.558 -0.937 -1.203
C 3.470 -0.031 -2.250
C 2.316 0.719 -2.391
C 1.243 0.538 -1.526
P -1.113 -3.484 -0.368
C -0.621 -2.747 -1.972
C -1.585 -2.028 -2.673
C -1.278 -1.433 -3.892
C -0.004 -1.567 -4.422
C 0.960 -2.299 -3.738
C 0.653 -2.885 -2.523
C -0.270 -5.110 -0.471
C -0.591 -5.926 -1.558
C -0.049 -7.194 -1.679
C 0.815 -7.679 -0.704
C 1.127 -6.886 0.387
C 0.590 -5.609 0.503
H -0.210 -2.928 1.812
H 1.063 -2.888 0.618
H -2.364 -1.785 1.661
H -4.732 -1.681 1.054
H -5.571 -0.126 -0.619
H -3.837 0.891 -2.081
H -1.548 0.467 -1.694
H 2.609 -1.792 0.493
H 4.461 -1.516 -1.056
H 4.298 0.100 -2.935
H 2.237 1.450 -3.186
H 0.385 1.166 -1.670
H -2.587 -1.947 -2.264
H -2.038 -0.886 -4.436
H 0.236 -1.116 -5.377
H 1.952 -2.413 -4.157
H 1.405 -3.465 -2.000
H -1.266 -5.560 -2.324
H -0.302 -7.807 -2.533
H 1.236 -8.671 -0.795
H 1.794 -7.258 1.155
H 0.850 -5.013 1.369
```

Löwdin atomic charge list, values in e, 8 entries: number 1, Be, carries 0.094; number 2, Cl, carries 0.692; number 3, C, carries -0.664; number 4, C, carries -0.054; number 5, C, carries 0.023; number 6, C, carries -0.262; number 7, O, carries -0.025; number 8, C, carries -0.121

---

A molecular structure, C21H28BrFeN4O3, computed with wB97M-V/def2-TZVPD.

Calculated values
* Kohn-Sham gap (spin up / spin down): 6.767 / 7.266 eV
* net charge: -1
* molar mass: 520.2 u
* E_HOMO (spin up / spin down): -4.21 / -4.71 eV
* multiplicity: 5

```
58
C21H28BrFeN4O3 wB97M-V/def2-TZVPD
Fe -1.257 -0.171 2.588
C 1.777 -2.153 -4.261
C 0.477 -1.337 -4.225
C -0.656 -2.225 -4.740
C 0.612 -0.137 -5.172
C 0.216 -0.844 -2.802
C -0.923 -1.167 -2.082
C -1.090 -0.668 -0.804
Br -2.690 -1.122 0.125
C -0.173 0.171 -0.144
O -0.403 0.639 1.047
C 1.003 0.488 -0.881
C 1.143 -0.020 -2.166
C 2.131 1.403 -0.364
C 3.471 0.654 -0.450
C 1.990 1.888 1.084
C 2.194 2.652 -1.258
H 1.982 -2.505 -5.276
H 1.701 -3.021 -3.602
H 2.629 -1.558 -3.930
H -0.431 -2.553 -5.757
H -1.606 -1.687 -4.762
H -0.781 -3.114 -4.119
H 0.811 -0.475 -6.193
H 1.428 0.521 -4.868
H -0.307 0.452 -5.175
H -1.697 -1.799 -2.495
H 2.037 0.250 -2.717
H 3.445 -0.241 0.176
H 4.280 1.298 -0.093
H 3.715 0.345 -1.467
H 1.956 1.056 1.787
H 1.092 2.478 1.239
H 2.866 2.503 1.318
H 2.374 2.393 -2.304
H 2.999 3.314 -0.927
H 1.253 3.203 -1.203
N 1.763 0.687 5.363
C 0.874 0.210 4.461
O -0.074 0.907 4.106
C 1.124 -1.167 3.895
C -0.171 -1.810 3.397
H 1.628 1.612 5.732
H 2.512 0.113 5.702
H 1.713 -1.742 4.628
H 1.796 -0.994 3.043
H -0.696 -2.267 4.246
H 0.074 -2.623 2.708
N -5.231 -0.653 3.440
C -4.268 0.263 3.121
O -3.079 -0.024 3.425
C -4.662 1.473 2.510
C -6.024 1.675 2.189
N -7.148 1.762 1.929
C -3.706 2.482 2.233
N -2.934 3.312 2.018
H -6.161 -0.547 3.073
H -4.895 -1.575 3.654
```

natural (NBO) atomic charge list, values in e, 8 entries: number 1, Fe, carries 1.478; number 2, C, carries -0.594; number 3, C, carries -0.067; number 4, C, carries -0.603; number 5, C, carries -0.594; number 6, C, carries -0.093; number 7, C, carries -0.235; number 8, C, carries -0.164